{
  "formula": "C49H46FeN6O2P2S3Se",
  "method": "ωB97M-V/def2-TZVPD",
  "elements": ["Fe", "S", "P", "C", "P", "S", "C", "C", "C", "C", "C", "C", "C", "C", "C", "C", "C", "C", "C", "C", "C", "C", "C", "C", "C", "C", "C", "C", "C", "C", "H", "H", "H", "H", "H", "H", "H", "H", "H", "H", "H", "H", "H", "H", "H", "H", "H", "H", "H", "H", "N", "C", "C", "C", "C", "C", "C", "S", "O", "O", "N", "C", "N", "C", "C", "C", "N", "H", "H", "H", "H", "H", "H", "H", "H", "H", "C", "C", "C", "C", "C", "C", "H", "H", "H", "H", "H", "H", "H", "H", "H", "C", "N", "C", "Se", "N", "C", "C", "C", "C", "C", "C", "H", "H", "H", "H", "H", "H", "H", "H"],
  "coordinates": [[0.016, -1.390, 0.316], [-3.305, -3.315, 0.720], [-2.834, -1.376, 0.792], [-1.609, -0.385, -0.043], [-1.266, 0.219, -1.630], [-0.118, -0.869, -2.837], [-0.389, 1.829, -1.379], [-0.583, 2.581, -0.227], [0.008, 3.830, -0.103], [0.799, 4.335, -1.127], [0.983, 3.597, -2.288], [0.380, 2.352, -2.416], [-2.625, 1.037, -2.568], [-2.855, 0.752, -3.907], [-3.864, 1.404, -4.600], [-4.649, 2.348, -3.958], [-4.415, 2.644, -2.619], [-3.410, 1.992, -1.926], [-3.433, -0.531, 2.320], [-4.388, -1.170, 3.106], [-4.919, -0.538, 4.223], [-4.499, 0.741, 4.566], [-3.523, 1.369, 3.801], [-2.989, 0.733, 2.690], [-4.401, -0.832, -0.168], [-4.504, -1.330, -1.469], [-5.634, -1.130, -2.241], [-6.697, -0.390, -1.734], [-6.600, 0.147, -0.464], [-5.468, -0.078, 0.312], [-1.178, 2.159, 0.572], [-0.150, 4.414, 0.798], [1.273, 5.306, -1.022], [1.602, 3.987, -3.089], [0.508, 1.756, -3.311], [-2.234, 0.009, -4.396], [-4.048, 1.169, -5.643], [-5.453, 2.843, -4.489], [-5.024, 3.384, -2.115], [-3.236, 2.207, -0.879], [-4.708, -2.164, 2.817], [-5.673, -1.036, 4.823], [-4.924, 1.245, 5.427], [-3.180, 2.361, 4.074], [-2.209, 1.202, 2.103], [-3.673, -1.907, -1.864], [-5.688, -1.535, -3.245], [-7.586, -0.226, -2.333], [-7.415, 0.746, -0.066], [-5.433, 0.340, 1.312], [7.178, -0.673, -2.340], [6.158, -1.229, -1.552], [5.419, -2.320, -2.012], [4.460, -2.910, -1.206], [4.225, -2.396, 0.060], [4.945, -1.309, 0.530], [5.916, -0.731, -0.271], [2.987, -3.148, 1.101], [3.037, -2.443, 2.359], [3.303, -4.554, 1.155], [1.529, -2.859, 0.456], [1.010, -3.629, -0.527], [1.707, -4.566, -1.188], [1.036, -5.254, -2.103], [-0.294, -5.031, -2.402], [-0.915, -4.000, -1.704], [-0.282, -3.308, -0.783], [7.048, -0.833, -3.327], [7.336, 0.304, -2.144], [5.601, -2.704, -3.011], [3.880, -3.765, -1.529], [4.723, -0.939, 1.522], [6.482, 0.129, 0.072], [1.612, -6.019, -2.619], [-0.826, -5.614, -3.140], [-1.949, -3.729, -1.879], [0.630, -0.257, 4.558], [-0.175, -1.562, 4.461], [0.730, -2.736, 4.853], [-1.386, -1.483, 5.403], [-0.673, -1.719, 3.086], [-1.218, -1.766, 1.990], [0.917, -0.071, 5.599], [0.043, 0.589, 4.194], [1.531, -0.335, 3.950], [1.086, -2.600, 5.880], [1.587, -2.778, 4.185], [0.190, -3.681, 4.786], [-1.042, -1.296, 6.426], [-1.951, -2.415, 5.387], [-2.056, -0.675, 5.105], [2.963, 3.156, 1.489], [3.067, 2.498, 0.215], [2.374, 1.366, -0.143], [1.525, 0.224, 1.044], [2.780, 1.059, -1.407], [3.669, 1.992, -1.874], [4.316, 2.141, -3.087], [5.167, 3.242, -3.225], [5.359, 4.144, -2.191], [4.707, 3.995, -0.964], [3.861, 2.907, -0.828], [2.299, 2.559, 2.113], [2.553, 4.160, 1.370], [3.946, 3.218, 1.961], [2.359, 0.306, -1.937], [4.150, 1.449, -3.900], [5.694, 3.384, -4.160], [6.026, 4.987, -2.321], [4.866, 4.690, -0.151]],
  "gap_ev": [4.33, 4.89],
  "e_tot_ev": -215412.8496,
  "charge": -2,
  "lumo_energy_ev": [3.6, 3.6],
  "spin_multiplicity": 5
}